Entry from the Open Molecules 2025 dataset: a structure of composition C49H49BrGeN6O5S2Tc (ωB97M-V/def2-TZVPD).

The net charge is 0. The LUMO energy (alpha / beta) comes out at 0.437 / -0.389 eV. Its spin multiplicity is 2. As for the HOMO energy (alpha / beta): -5.5 / -7.9 eV. For the relative energy (zero: lowest compared OMol25 entry of this formula, charge and spin), the calculation gives 0.0 kJ/mol.

Atoms and positions in Å:
Tc1 -0.21 -2.24 0.64
C1 3.22 -2.13 2.62
O1 2.15 -1.21 2.42
C2 1.73 -0.50 3.49
C3 2.23 -0.61 4.77
C4 1.73 0.22 5.77
Br1 2.45 0.07 7.52
C5 0.74 1.13 5.52
C6 0.20 1.23 4.23
C7 0.70 0.43 3.22
O2 0.30 0.45 1.92
C8 -0.84 2.24 4.02
N1 -0.90 3.37 4.68
C9 -2.00 4.03 4.18
C10 -2.53 5.28 4.53
C11 -3.65 5.71 3.85
C12 -4.26 4.93 2.86
C13 -3.75 3.69 2.50
C14 -2.62 3.27 3.18
N2 -1.86 2.12 3.10
H1 4.12 -1.61 2.96
H2 3.40 -2.58 1.65
H3 2.93 -2.90 3.33
H4 3.00 -1.33 5.00
H5 0.36 1.78 6.29
H6 -0.34 1.15 1.72
H7 -2.07 5.88 5.30
H8 -4.09 6.67 4.10
H9 -5.14 5.31 2.35
H10 -4.21 3.09 1.73
H11 -2.09 1.35 2.50
C15 -0.97 -5.01 -2.55
C16 -2.28 -4.65 -2.96
C17 -2.96 -3.70 -2.27
C18 -2.36 -3.06 -1.16
N3 -1.07 -3.40 -0.81
C19 -0.43 -4.36 -1.48
C20 -2.98 -2.10 -0.32
C21 -4.32 -1.66 -0.41
C22 -4.85 -0.88 0.57
C23 -4.05 -0.52 1.68
C24 -2.75 -0.92 1.70
N4 -2.19 -1.66 0.73
H12 -0.41 -5.78 -3.06
H13 -2.73 -5.14 -3.82
H14 -3.97 -3.42 -2.56
H15 0.57 -4.59 -1.12
H16 -4.92 -1.97 -1.25
H17 -5.88 -0.54 0.50
H18 -4.45 0.05 2.51
H19 -2.09 -0.71 2.54
C25 0.72 -1.38 -0.43
Ge1 2.20 -0.75 -1.53
C26 3.56 -2.15 -1.45
C27 3.33 -3.41 -2.00
C28 4.28 -4.42 -1.89
C29 5.48 -4.18 -1.24
C30 5.72 -2.93 -0.69
C31 4.77 -1.92 -0.80
C32 1.58 -0.53 -3.37
C33 0.56 0.38 -3.64
C34 0.14 0.62 -4.94
C35 0.75 -0.04 -6.00
C36 1.77 -0.94 -5.75
C37 2.19 -1.18 -4.44
C38 3.00 0.95 -1.00
C39 2.65 1.63 0.16
C40 3.27 2.84 0.47
C41 4.24 3.36 -0.37
C42 4.59 2.68 -1.53
C43 3.97 1.48 -1.84
H20 2.39 -3.62 -2.51
H21 4.08 -5.39 -2.32
H22 6.22 -4.96 -1.15
H23 6.65 -2.73 -0.18
H24 4.97 -0.95 -0.37
H25 0.08 0.90 -2.82
H26 -0.65 1.33 -5.13
H27 0.43 0.15 -7.01
H28 2.25 -1.46 -6.57
H29 3.00 -1.88 -4.27
H30 1.91 1.23 0.82
H31 3.00 3.36 1.38
H32 4.73 4.30 -0.13
H33 5.35 3.09 -2.19
H34 4.25 0.97 -2.75
C44 -2.85 0.59 -2.97
N5 -2.34 1.94 -2.82
C45 -2.96 2.90 -3.72
C46 -1.84 2.35 -1.61
S1 -2.09 1.44 -0.23
N6 -1.15 3.51 -1.59
C47 -0.35 3.95 -2.73
C48 -0.77 4.10 -0.32
H35 -2.80 0.33 -4.03
H36 -3.89 0.53 -2.64
H37 -2.26 -0.11 -2.39
H38 -4.04 2.72 -3.76
H39 -2.56 2.81 -4.74
H40 -2.80 3.92 -3.37
H41 -0.38 3.21 -3.52
H42 0.69 4.07 -2.41
H43 -0.70 4.91 -3.12
H44 -1.61 4.08 0.37
H45 -0.47 5.13 -0.50
H46 0.06 3.55 0.14
C49 -1.46 -4.85 3.35
S2 -0.04 -3.87 2.98
O3 -0.51 -2.46 2.92
O4 0.97 -4.14 3.95
O5 0.32 -4.19 1.55
H47 -1.74 -4.62 4.38
H48 -1.19 -5.89 3.25
H49 -2.25 -4.58 2.66

---

Entry from the Open Molecules 2025 dataset: a structure of composition C49H50As2BN3O3Zr (ωB97M-V/def2-TZVPD).

The net charge is +2. The LUMO energy comes out at -6.506 eV. Its spin multiplicity is 1. As for the HOMO energy: -13.2 eV.

Atoms and positions in Å:
Zr1 0.03 -0.12 -0.13
C1 -1.20 0.91 2.97
C2 -2.06 0.73 1.72
As1 -2.32 -1.22 1.35
C3 -3.21 -1.07 -0.38
C4 -3.76 -2.24 -0.91
C5 -4.40 -2.21 -2.13
C6 -4.47 -1.02 -2.86
C7 -3.92 0.14 -2.34
C8 -3.30 0.11 -1.09
C9 -3.97 -1.38 2.43
C10 -5.10 -0.66 2.09
C11 -6.23 -0.75 2.89
C12 -6.23 -1.56 4.02
C13 -5.09 -2.28 4.35
C14 -3.96 -2.20 3.56
As2 0.61 0.20 2.59
C15 1.64 0.85 4.11
C16 2.51 -0.01 4.76
C17 3.28 0.45 5.82
C18 3.19 1.77 6.21
C19 2.33 2.64 5.55
C20 1.56 2.19 4.50
C21 0.44 -1.68 3.12
C22 -0.16 -2.06 4.32
C23 -0.36 -3.40 4.59
C24 0.04 -4.37 3.68
C25 0.66 -4.00 2.50
C26 0.87 -2.65 2.22
H1 -1.64 0.38 3.82
H2 -1.11 1.96 3.24
H3 -1.58 1.22 0.85
H4 -3.05 1.19 1.85
H5 -3.70 -3.16 -0.34
H6 -4.84 -3.11 -2.53
H7 -4.96 -1.00 -3.82
H8 -4.01 1.07 -2.89
H9 -2.98 1.05 -0.65
H10 -5.12 -0.05 1.20
H11 -7.12 -0.20 2.62
H12 -7.11 -1.62 4.64
H13 -5.09 -2.92 5.22
H14 -3.07 -2.77 3.80
H15 2.57 -1.05 4.45
H16 3.95 -0.23 6.33
H17 3.80 2.13 7.04
H18 2.27 3.68 5.87
H19 0.90 2.87 3.98
H20 -0.45 -1.30 5.04
H21 -0.81 -3.70 5.53
H22 -0.13 -5.42 3.90
H23 0.99 -4.75 1.79
H24 1.37 -2.39 1.30
N1 7.06 0.86 -7.69
C27 6.28 0.78 -6.86
C28 5.29 0.67 -5.82
C29 4.64 -0.54 -5.61
C30 3.70 -0.65 -4.60
C31 3.40 0.45 -3.79
C32 4.06 1.66 -4.01
C33 5.00 1.77 -5.02
C34 2.43 0.37 -2.66
C35 2.93 -0.11 -1.45
C36 4.26 -0.54 -1.24
C37 4.38 -0.87 0.10
C38 3.14 -0.63 0.68
N2 2.24 -0.18 -0.23
C39 1.15 0.86 -2.91
C40 0.71 1.38 -4.15
C41 -0.55 1.90 -3.95
C42 -0.86 1.69 -2.60
N3 0.14 1.05 -1.95
H25 4.86 -1.39 -6.24
H26 3.20 -1.59 -4.43
H27 3.82 2.52 -3.39
H28 5.51 2.71 -5.18
H29 5.03 -0.58 -1.99
H30 5.26 -1.23 0.62
H31 2.91 -0.76 1.72
H32 1.28 1.38 -5.06
H33 -1.19 2.39 -4.67
H34 -1.74 2.04 -2.09
C43 -0.15 3.69 0.74
O1 0.51 2.42 0.51
H35 -1.12 3.48 1.17
H36 -0.28 4.23 -0.20
H37 0.43 4.29 1.43
H38 1.43 2.60 0.33
C44 0.17 -2.57 -4.53
C45 -0.36 -3.08 -3.20
C46 -1.65 -3.86 -3.43
O2 -0.69 -1.91 -2.39
B1 -0.16 -2.06 -1.13
O3 0.59 -3.19 -1.01
C47 0.69 -3.85 -2.31
C48 2.14 -3.67 -2.75
C49 0.40 -5.33 -2.11
H39 -0.62 -2.04 -5.04
H40 0.50 -3.40 -5.16
H41 1.01 -1.88 -4.39
H42 -2.36 -3.21 -3.93
H43 -2.08 -4.18 -2.48
H44 -1.47 -4.73 -4.05
H45 2.40 -2.61 -2.75
H46 2.30 -4.09 -3.75
H47 2.80 -4.18 -2.05
H48 -0.55 -5.49 -1.62
H49 1.18 -5.77 -1.49
H50 0.40 -5.85 -3.07

---

Entry from the Open Molecules 2025 dataset: a structure of composition C49H50AsN2O3PPbS (ωB97M-V/def2-TZVPD).

The net charge is +2. The LUMO energy (alpha / beta) comes out at -7.979 / -7.588 eV. Its spin multiplicity is 1. As for the HOMO energy (alpha / beta): -12.4 / -12.4 eV.

Atoms and positions in Å:
Pb1 -0.33 0.19 0.13
C1 0.19 0.83 4.06
C2 1.54 0.17 4.24
As1 2.77 1.00 5.57
C3 2.67 2.82 4.86
C4 3.72 3.22 4.05
C5 3.74 4.47 3.47
C6 2.70 5.36 3.71
C7 1.65 4.98 4.54
C8 1.63 3.71 5.10
C9 1.57 1.10 7.09
C10 1.69 2.15 8.00
C11 0.91 2.19 9.14
C12 0.01 1.18 9.41
C13 -0.11 0.12 8.52
C14 0.66 0.08 7.37
P1 -0.87 -0.04 2.86
C15 -0.83 -1.79 3.33
C16 -1.27 -2.17 4.60
C17 -1.20 -3.50 4.99
C18 -0.70 -4.46 4.11
C19 -0.27 -4.08 2.85
C20 -0.33 -2.75 2.46
C21 -2.55 0.54 3.15
C22 -2.76 1.89 3.44
C23 -4.05 2.35 3.65
C24 -5.13 1.48 3.57
C25 -4.92 0.14 3.27
C26 -3.63 -0.33 3.06
H1 0.32 1.86 3.69
H2 -0.37 0.87 4.99
H3 2.10 0.20 3.31
H4 1.43 -0.89 4.51
H5 4.57 2.55 3.91
H6 4.58 4.78 2.85
H7 2.72 6.35 3.28
H8 0.86 5.68 4.76
H9 0.81 3.44 5.76
H10 2.40 2.95 7.81
H11 1.02 3.02 9.84
H12 -0.60 1.21 10.30
H13 -0.81 -0.68 8.73
H14 0.57 -0.77 6.71
H15 -1.67 -1.43 5.29
H16 -1.54 -3.79 5.97
H17 -0.66 -5.49 4.41
H18 0.11 -4.83 2.16
H19 0.02 -2.47 1.47
H20 -1.93 2.57 3.50
H21 -4.21 3.39 3.88
H22 -6.13 1.84 3.74
H23 -5.76 -0.54 3.22
H24 -3.48 -1.38 2.85
C27 3.38 -1.22 1.01
C28 5.00 -1.23 1.08
N1 5.43 -0.16 0.25
C29 5.03 -0.32 -1.11
C30 3.41 -0.18 -1.11
N2 2.99 -0.07 0.26
C31 3.47 1.16 0.84
C32 5.09 1.11 0.78
H25 2.99 -1.19 2.03
H26 3.04 -2.13 0.51
H27 5.37 -2.19 0.71
H28 5.32 -1.07 2.11
H29 5.31 -1.30 -1.48
H30 5.45 0.46 -1.73
H31 2.98 -1.07 -1.58
H32 3.12 0.71 -1.66
H33 3.15 1.26 1.87
H34 3.11 2.01 0.27
H35 5.49 1.24 1.78
H36 5.45 1.91 0.12
C33 -4.58 3.17 -2.58
C34 -3.17 3.23 -2.52
C35 -2.46 2.23 -1.92
C36 -3.12 1.13 -1.36
C37 -2.51 0.04 -0.70
C38 -3.12 -1.08 -0.26
C39 -4.54 -1.13 -0.36
C40 -5.21 -0.10 -0.93
C41 -4.54 1.04 -1.44
C42 -5.25 2.10 -2.06
H37 -5.13 3.97 -3.06
H38 -2.66 4.07 -2.96
H39 -1.38 2.28 -1.89
H40 -2.59 -1.92 0.17
H41 -5.06 -2.00 0.01
H42 -6.29 -0.14 -1.01
H43 -6.33 2.05 -2.11
C43 -0.72 8.74 -0.97
C44 -0.46 7.32 -0.58
C45 -0.25 6.34 -1.54
C46 -0.04 5.02 -1.19
C47 -0.03 4.68 0.16
C48 -0.21 5.64 1.14
C49 -0.42 6.95 0.77
S1 0.21 3.02 0.66
O1 1.09 2.98 1.80
O2 -1.11 2.38 0.93
O3 0.76 2.26 -0.51
H44 -0.23 8.98 -1.91
H45 -0.37 9.43 -0.21
H46 -1.79 8.90 -1.10
H47 -0.25 6.61 -2.59
H48 0.12 4.26 -1.94
H49 -0.16 5.36 2.19
H50 -0.56 7.70 1.53

---

Entry from the Open Molecules 2025 dataset: a structure of composition C49H50NP2PdS5Sb2 (ωB97M-V/def2-TZVPD).

The net charge is -1. The LUMO energy (alpha / beta) comes out at 1.276 / 1.275 eV. Its spin multiplicity is 1. As for the HOMO energy (alpha / beta): -4.2 / -4.2 eV. For the relative energy (zero: lowest compared OMol25 entry of this formula, charge and spin), the calculation gives 495.5 kJ/mol.

Atoms and positions in Å:
Pd1 1.33 -0.16 -0.25
S1 4.41 -4.00 -1.04
Sb1 4.40 -1.86 -0.04
S2 2.15 -1.90 0.90
S3 3.36 0.80 -0.75
S4 5.63 -2.23 1.92
C1 -1.22 6.83 2.80
S5 -2.44 5.52 3.12
C2 -2.69 4.86 1.44
C3 -2.00 3.53 1.20
C4 -0.48 3.66 1.08
N1 0.18 2.40 0.77
P1 0.18 1.72 -0.78
C5 0.32 3.23 -1.79
C6 1.59 3.77 -1.95
C7 1.75 4.99 -2.58
C8 0.63 5.68 -3.04
C9 -0.64 5.14 -2.87
C10 -0.79 3.91 -2.25
C11 -1.46 1.05 -1.19
C12 -1.77 0.79 -2.47
C13 -2.68 -0.30 -2.88
C14 -3.19 -1.16 -1.69
C15 -3.06 -0.57 -0.33
C16 -2.18 0.40 -0.09
P2 0.60 1.16 1.94
C17 0.07 2.02 3.47
C18 0.80 3.08 4.02
C19 0.37 3.70 5.17
C20 -0.78 3.26 5.81
C21 -1.50 2.20 5.29
C22 -1.08 1.58 4.12
C23 2.40 1.42 2.20
C24 3.00 0.45 3.00
C25 4.35 0.54 3.31
C26 5.09 1.60 2.82
C27 4.49 2.57 2.03
C28 3.15 2.49 1.72
H1 -1.08 7.35 3.74
H2 -1.62 7.51 2.05
H3 -0.28 6.40 2.47
H4 -2.36 5.62 0.73
H5 -3.77 4.74 1.33
H6 -2.38 3.10 0.27
H7 -2.23 2.85 2.02
H8 -0.07 4.04 2.02
H9 -0.23 4.38 0.29
H10 2.45 3.21 -1.59
H11 2.73 5.42 -2.71
H12 0.75 6.64 -3.51
H13 -1.51 5.68 -3.22
H14 -1.78 3.49 -2.12
H15 -1.24 1.30 -3.27
H16 -3.44 0.02 -3.59
H17 -4.21 -1.53 -1.86
H18 -3.65 -1.02 0.45
H19 -2.00 0.77 0.91
H20 1.70 3.40 3.53
H21 0.93 4.53 5.58
H22 -1.11 3.75 6.72
H23 -2.40 1.86 5.79
H24 -1.63 0.75 3.72
H25 2.41 -0.39 3.35
H26 4.81 -0.22 3.91
H27 6.15 1.66 3.03
H28 5.08 3.40 1.65
H29 2.68 3.23 1.07
C29 -3.17 -4.28 -0.94
C30 -2.74 -3.59 -2.19
C31 -2.96 -4.13 -3.40
C32 -2.72 -3.41 -4.62
C33 -2.23 -2.17 -4.62
C34 -1.82 -1.50 -3.36
C35 -2.15 -2.25 -2.06
Sb2 -0.20 -2.16 -0.80
C36 1.10 -2.87 -2.44
C37 2.05 -1.92 -2.82
C38 2.99 -2.18 -3.80
C39 2.99 -3.42 -4.42
C40 2.04 -4.35 -4.06
C41 1.08 -4.10 -3.09
C42 0.06 -5.16 -2.80
C43 -0.41 -3.55 0.87
C44 -1.24 -3.03 1.87
C45 -1.43 -3.71 3.06
C46 -0.81 -4.93 3.25
C47 0.06 -5.42 2.29
C48 0.30 -4.73 1.10
C49 1.37 -5.23 0.19
H30 -3.80 -5.13 -1.17
H31 -3.71 -3.60 -0.29
H32 -2.30 -4.64 -0.38
H33 -3.39 -5.12 -3.48
H34 -2.99 -3.89 -5.56
H35 -2.08 -1.62 -5.54
H36 -0.75 -1.21 -3.46
H37 2.08 -0.93 -2.33
H38 3.73 -1.43 -4.06
H39 3.74 -3.65 -5.16
H40 2.04 -5.33 -4.54
H41 0.54 -6.12 -2.63
H42 -0.61 -5.26 -3.66
H43 -0.55 -4.89 -1.94
H44 -1.71 -2.06 1.73
H45 -2.05 -3.28 3.83
H46 -0.97 -5.49 4.16
H47 0.60 -6.34 2.46
H48 2.31 -5.31 0.74
H49 1.56 -4.55 -0.64
H50 1.13 -6.22 -0.20

---

Largest force on an atom? In order: 1.7, 2.5, 0.6, 2.4 eV/A.